Record 1
{
  "formula": "C30H41AsMnNSSi2",
  "method": "ωB97M-V with the def2-TZVPD basis set",
  "symbols": ["Mn", "C", "Si", "C", "C", "C", "C", "C", "C", "C", "Si", "C", "C", "H", "H", "H", "H", "H", "H", "H", "H", "H", "H", "H", "H", "H", "H", "H", "H", "C", "C", "C", "C", "C", "C", "C", "C", "S", "C", "N", "C", "C", "C", "C", "C", "C", "C", "C", "H", "H", "H", "H", "H", "H", "H", "H", "H", "H", "H", "H", "H", "H", "H", "H", "C", "As", "C", "C", "H", "H", "H", "H", "H", "H", "H", "H", "H"],
  "positions_angstrom": [[-0.925851, -0.362246, -0.082372], [-2.780639, -2.132619, -2.815962], [-1.067769, -1.649549, -2.113498], [-0.219410, -0.884282, -3.653374], [-0.233537, -3.366041, -1.939776], [-0.243150, -4.362231, -2.923933], [0.350150, -5.596707, -2.706886], [0.972731, -5.857747, -1.489548], [1.000331, -4.877441, -0.509262], [0.405921, -3.627079, -0.715874], [0.453228, -2.175842, 0.517757], [2.313598, -1.712395, 0.544086], [0.186741, -2.935604, 2.239567], [-2.666828, -2.705469, -3.742820], [-3.405066, -1.262789, -3.034610], [-3.322344, -2.762962, -2.106284], [-0.168448, -1.601206, -4.479946], [0.801515, -0.558829, -3.431802], [-0.776875, -0.008802, -4.003552], [-0.728677, -4.174323, -3.878511], [0.326938, -6.358767, -3.478896], [1.433797, -6.823620, -1.311420], [1.495006, -5.090294, 0.434965], [2.935234, -2.583656, 0.778132], [2.520352, -0.938267, 1.290720], [2.636354, -1.332520, -0.431250], [0.910561, -3.727442, 2.461425], [-0.820503, -3.351732, 2.322760], [0.286308, -2.164474, 3.011197], [3.090279, 3.685426, -1.113070], [3.788840, 3.093488, 0.118331], [4.811144, 4.110805, 0.623891], [4.536084, 1.815666, -0.287505], [2.744247, 2.746305, 1.180895], [2.783751, 3.262259, 2.483526], [1.839861, 2.915696, 3.440582], [0.825936, 2.037243, 3.089909], [-0.498286, 1.408772, 4.030654], [-1.037321, 0.508278, 2.629451], [-0.289465, 0.654019, 1.562883], [0.768477, 1.517252, 1.793780], [1.720659, 1.868990, 0.849839], [-2.209377, -0.308660, 2.501583], [-3.124517, -0.538360, 3.539522], [-4.240668, -1.303418, 3.298621], [-4.429959, -1.840467, 2.011763], [-3.519570, -1.616037, 1.002334], [-2.350381, -0.837268, 1.190836], [3.827899, 3.937536, -1.879199], [2.544027, 4.593509, -0.848285], [2.380706, 2.982230, -1.550228], [5.525277, 4.330834, -0.172497], [5.372946, 3.727548, 1.477892], [4.335977, 5.049455, 0.916781], [5.284095, 2.042618, -1.051667], [3.857508, 1.062195, -0.688274], [5.042917, 1.375277, 0.573355], [3.569441, 3.947492, 2.769306], [1.898512, 3.328615, 4.439603], [1.650394, 1.425514, -0.137269], [-2.957615, -0.109841, 4.524076], [-4.961812, -1.491466, 4.084171], [-5.306078, -2.451420, 1.818443], [-3.699253, -2.061132, 0.028952], [-2.555566, 2.817150, 0.619871], [-2.168760, 1.505681, -0.786956], [-1.526187, 2.764283, -2.147025], [-3.987584, 1.262504, -1.446935], [-3.181269, 3.625764, 0.238941], [-1.617364, 3.228611, 0.995693], [-3.066655, 2.312917, 1.440759], [-2.245804, 3.564012, -2.328857], [-1.338898, 2.219352, -3.071976], [-0.585547, 3.196672, -1.802821], [-4.515768, 2.216424, -1.477028], [-4.509250, 0.567270, -0.790130], [-3.945691, 0.835341, -2.447559]],
  "atomic_forces_ev_per_a": [[-0.1, 0.1, 0.0], [-0.1, 0.0, 0.0], [0.1, -0.1, 0.1], [0.0, 0.0, 0.0], [0.0, -0.1, 0.0], [0.0, 0.0, 0.0], [0.0, 0.0, 0.0], [0.0, 0.0, 0.0], [0.0, 0.0, 0.0], [0.0, -0.1, -0.1], [-0.1, 0.0, 0.0], [0.1, 0.0, 0.0], [0.0, 0.0, 0.1], [0.0, 0.0, 0.0], [0.0, 0.0, 0.0], [0.0, 0.0, 0.0], [0.0, 0.0, 0.0], [0.0, 0.0, 0.0], [0.0, 0.0, 0.0], [0.0, 0.0, 0.0], [0.0, 0.0, 0.0], [0.0, 0.0, 0.0], [0.0, 0.0, 0.0], [0.0, 0.0, 0.0], [0.0, 0.0, 0.0], [0.0, 0.0, 0.0], [0.0, 0.0, 0.0], [0.0, 0.0, 0.0], [0.0, 0.0, 0.0], [0.0, 0.0, 0.0], [0.0, 0.0, 0.0], [0.0, 0.0, 0.0], [0.0, 0.0, 0.0], [0.0, 0.0, 0.0], [0.0, 0.0, 0.0], [-0.1, 0.0, 0.0], [0.1, 0.1, 0.1], [0.0, 0.0, 0.0], [-0.3, -0.2, 0.1], [0.2, 0.1, -0.1], [-0.1, -0.1, 0.0], [0.0, 0.0, 0.0], [0.1, 0.1, 0.1], [0.0, 0.0, 0.0], [0.0, 0.0, 0.0], [0.0, 0.0, 0.0], [0.0, 0.0, 0.0], [0.1, -0.1, 0.0], [0.0, 0.0, 0.0], [0.0, 0.0, 0.0], [0.0, 0.0, 0.0], [0.0, 0.0, 0.0], [0.0, 0.0, 0.0], [0.0, 0.0, 0.0], [0.0, 0.0, 0.0], [0.0, 0.0, 0.0], [0.0, 0.0, 0.0], [0.0, 0.0, 0.0], [0.0, 0.0, 0.0], [0.0, 0.0, 0.0], [0.0, 0.0, 0.0], [0.0, 0.0, 0.0], [0.0, 0.0, 0.0], [0.0, 0.0, 0.0], [0.0, 0.0, 0.0], [0.0, 0.1, 0.0], [0.0, 0.0, 0.0], [0.0, 0.0, 0.0], [0.0, 0.0, 0.0], [0.0, 0.0, 0.0], [0.0, 0.0, 0.0], [0.0, 0.0, 0.0], [0.0, 0.0, 0.0], [0.0, 0.0, 0.0], [0.0, 0.0, 0.0], [0.0, 0.0, 0.0], [0.0, 0.0, 0.0]],
  "lumo_energy_ev": [2.39, 2.40],
  "homo_ev": [-3.970, -3.149],
  "total_charge": -1,
  "largest_force_ev_per_a": 0.3,
  "spin_multiplicity": 2
}


Record 2
{
  "formula": "C30H41ClN8OPrS",
  "method": "ωB97M-V with the def2-TZVPD basis set",
  "symbols": ["Pr", "N", "C", "C", "C", "C", "N", "H", "H", "H", "H", "H", "H", "H", "H", "H", "H", "H", "H", "N", "C", "C", "C", "C", "C", "C", "N", "C", "C", "C", "S", "C", "N", "H", "H", "H", "H", "H", "H", "H", "C", "C", "C", "C", "C", "O", "C", "C", "C", "C", "C", "C", "Cl", "C", "C", "C", "N", "C", "N", "C", "N", "H", "H", "H", "H", "H", "H", "H", "H", "H", "H", "H", "H", "H", "H", "H", "H", "H", "H", "H", "H", "H", "H"],
  "positions_angstrom": [[-1.630604, -1.482612, -0.687006], [-0.777704, 1.001588, -0.044406], [-1.832204, 1.906188, 0.509194], [-3.203404, 1.214388, 0.520294], [-4.050104, 1.560688, -0.712606], [-3.429604, 1.184388, -2.055306], [-3.351304, -0.298712, -2.224706], [-0.043204, 0.936188, 0.668994], [-0.330904, 1.469588, -0.840706], [-1.904004, 2.823588, -0.084706], [-1.558204, 2.199488, 1.524194], [-3.758204, 1.536388, 1.403294], [-3.045904, 0.101088, 0.627494], [-4.216504, 2.639388, -0.718206], [-5.033504, 1.095388, -0.625606], [-2.415504, 1.588988, -2.155406], [-4.053304, 1.623188, -2.841206], [-3.142004, -0.458412, -3.217406], [-4.312604, -0.650412, -2.101406], [-4.290504, -5.139212, -0.762006], [-5.340404, -4.301412, -0.459906], [-6.711804, -4.493212, -0.345706], [-7.462004, -3.406712, 0.053394], [-6.878804, -2.165912, 0.337794], [-5.524604, -1.956712, 0.196894], [-4.754604, -3.040212, -0.217806], [-3.384304, -3.134212, -0.394606], [-3.151304, -4.421012, -0.701806], [-1.801104, -4.916412, -0.875606], [-1.370204, -6.218012, -0.953206], [0.326996, -6.301712, -1.070106], [0.380396, -4.598012, -1.004806], [-0.777704, -3.989412, -0.901406], [-4.374204, -6.123612, -0.976906], [-7.175704, -5.443812, -0.542806], [-8.529204, -3.511212, 0.157194], [-7.507404, -1.363612, 0.690194], [-5.068204, -1.006712, 0.445494], [-1.956604, -7.113312, -0.929206], [1.320596, -4.076712, -1.038206], [3.052496, 2.057588, -2.261406], [4.370796, 2.134288, -1.480506], [4.555196, 3.582488, -1.008506], [5.513696, 1.800788, -2.447606], [4.405996, 1.159788, -0.251806], [5.692796, 1.092588, 0.298094], [3.363796, 1.510588, 0.846494], [3.885496, 2.375788, 2.003494], [2.767596, 2.500288, 2.999394], [1.956196, 3.631388, 3.023994], [0.877096, 3.713688, 3.885394], [0.594396, 2.646588, 4.732194], [-0.754204, 2.738088, 5.808294], [1.400096, 1.511088, 4.727394], [2.475596, 1.444588, 3.862494], [4.202996, -0.346012, -0.677006], [2.867196, -0.844312, -0.608406], [1.895296, -0.912812, -1.516806], [0.779296, -1.384112, -0.954506], [1.164496, -1.609012, 0.343294], [2.408096, -1.288812, 0.553394], [3.004196, 2.903888, -2.940606], [2.174396, 2.106488, -1.617106], [3.002196, 1.160888, -2.870806], [4.634996, 4.229688, -1.876806], [5.467296, 3.707088, -0.432406], [3.710396, 3.922288, -0.417306], [5.564496, 2.561888, -3.219606], [5.369596, 0.845488, -2.945906], [6.468896, 1.771388, -1.933506], [6.090896, 1.967288, 0.363094], [3.028896, 0.585288, 1.320994], [2.495696, 1.999188, 0.397494], [4.194596, 3.361588, 1.663694], [4.743896, 1.875088, 2.451594], [2.178396, 4.466888, 2.375594], [0.262996, 4.600888, 3.909594], [1.188096, 0.697188, 5.403894], [3.109296, 0.569488, 3.869494], [4.787896, -0.899112, 0.062694], [4.628096, -0.512412, -1.663606], [2.001096, -0.666212, -2.555006], [0.538696, -2.038012, 1.125494]],
  "atomic_forces_ev_per_a": [[0.0, 0.1, -0.4], [0.1, 0.0, 0.0], [-0.3, 0.0, 0.2], [0.1, 0.2, -0.3], [0.3, -0.4, 0.0], [-0.2, 0.4, 0.2], [-0.1, -0.2, -0.2], [0.0, 0.0, -0.3], [0.0, -0.3, 0.3], [0.1, -0.1, 0.1], [0.1, 0.0, -0.1], [0.0, -0.3, 0.1], [-0.4, 0.6, 0.2], [0.0, 0.0, 0.1], [-0.1, 0.0, -0.1], [-0.2, 0.0, -0.1], [0.2, -0.1, 0.0], [-0.1, -0.1, 0.2], [0.4, -0.1, 0.0], [0.7, 0.1, -0.1], [-0.2, 1.1, 0.3], [0.1, 0.0, 0.0], [0.1, 0.0, -0.1], [0.0, 0.1, 0.0], [0.1, -0.1, -0.1], [-0.7, -0.3, 0.0], [0.5, -0.6, -0.1], [-0.3, 0.0, 0.1], [0.5, -1.0, -0.1], [-0.2, 0.6, 0.0], [-0.3, 0.7, 0.0], [0.1, -0.3, 0.0], [-0.3, 0.3, 0.1], [0.1, 0.1, 0.0], [-0.1, -0.2, 0.0], [-0.1, -0.1, 0.0], [-0.1, 0.1, 0.0], [-0.1, 0.0, 0.0], [-0.2, -0.3, 0.0], [0.1, 0.1, 0.0], [0.2, 0.0, 0.2], [0.1, -0.1, 0.1], [-0.1, -0.3, -0.1], [-0.1, 0.1, 0.2], [-0.8, 0.0, -0.2], [0.4, -0.2, 0.1], [0.5, 0.0, 0.0], [-0.2, -0.1, -0.1], [0.0, 0.1, 0.1], [0.1, -0.2, 0.0], [-0.2, -0.2, 0.2], [0.2, 0.0, -0.2], [-0.1, 0.0, 0.0], [-0.3, 0.1, 0.1], [0.0, 0.2, -0.2], [1.6, 0.9, 0.1], [-1.3, -0.3, -0.6], [0.0, 0.0, -0.2], [0.2, -0.1, 0.1], [0.3, 0.1, -0.1], [-0.2, -0.6, 1.2], [-0.1, 0.1, -0.1], [-0.1, 0.0, 0.1], [0.0, -0.2, -0.2], [0.0, 0.1, -0.1], [0.1, 0.1, 0.1], [-0.1, 0.1, 0.1], [0.0, 0.1, -0.1], [0.0, -0.1, -0.1], [0.1, 0.0, 0.0], [0.0, 0.0, 0.0], [0.0, 0.3, 0.0], [-0.1, 0.0, 0.0], [0.1, 0.0, 0.0], [0.0, 0.1, 0.0], [0.1, 0.1, -0.1], [-0.1, 0.1, 0.1], [0.0, 0.0, 0.1], [0.1, -0.1, 0.0], [-0.2, -0.1, -0.2], [-0.2, -0.2, 0.0], [0.1, 0.1, -0.1], [0.2, 0.0, -0.1]],
  "lumo_energy_ev": [-10.24, -9.41],
  "homo_ev": [-14.510, -14.510],
  "total_charge": 3,
  "largest_force_ev_per_a": 1.9,
  "spin_multiplicity": 3
}


We obtain E values of -152016.565 -83148.982 eV for the records listed above, in that order.
We obtain energy above the lowest of the compared OMol25 structures with the same formula, charge and spin values of 2.3 9.8 kcal per mole for the records listed above, in that order.